A structure of composition C39H35BrN4O2P2PtTe. Source: the Open Molecules 2025 dataset; level of theory: wB97M-V/def2-TZVPD.

Geometry as XYZ:
```
85
Properties=species:S:1:pos:R:3:forces:R:3
Pt -0.481399 -2.244629 0.635754 0.028 -0.014 0.049
C -0.782859 -6.322595 2.006598 0.010 0.004 -0.013
C -0.542049 -4.866321 1.779634 -0.018 -0.019 -0.057
N -0.806755 -4.298530 0.651543 -0.055 -0.032 -0.045
O -1.355541 -5.109744 -0.322270 0.041 0.048 0.033
C 0.033579 -4.020619 2.807932 -0.003 0.022 0.023
C 0.471918 -4.523789 4.143360 -0.004 0.010 0.003
N 0.183803 -2.752208 2.473789 0.037 0.029 0.015
O 0.718490 -1.911852 3.249098 -0.018 -0.027 -0.004
H -1.621784 -6.670494 1.410498 -0.001 0.004 0.003
H -0.966566 -6.522091 3.058975 0.006 0.000 -0.001
H 0.100750 -6.890047 1.704969 -0.006 -0.001 -0.010
H -1.334587 -4.566921 -1.136851 -0.003 -0.014 0.066
H 1.350447 -5.169800 4.068345 0.002 -0.006 -0.002
H -0.317337 -5.090996 4.638988 -0.003 0.004 0.004
H 0.730670 -3.668786 4.762742 0.001 -0.003 -0.002
Te -2.614922 1.872546 -0.447746 -0.064 -0.011 -0.045
C -2.056222 3.695317 0.474197 -0.004 0.031 -0.053
C -2.005365 3.823446 1.854414 0.003 -0.006 0.027
C -1.567605 5.026766 2.392171 0.024 -0.039 0.013
N -1.197267 6.073462 1.659724 0.016 0.036 0.001
C -1.261972 5.943093 0.337242 -0.019 0.000 -0.008
C -1.680786 4.784850 -0.302110 -0.040 -0.006 0.018
C -0.714507 1.024963 -0.368083 0.149 -0.061 0.174
P 0.092728 1.028415 -1.836425 0.236 0.009 0.023
C 0.245479 2.663563 -2.577227 0.041 -0.027 0.030
C 1.049473 3.626282 -1.965712 -0.056 -0.052 -0.064
C 1.148234 4.895178 -2.513050 -0.006 -0.003 -0.014
C 0.427235 5.213952 -3.656552 0.038 0.020 0.022
C -0.376991 4.261055 -4.263940 -0.023 -0.019 -0.022
C -0.461186 2.982688 -3.732732 -0.032 -0.043 -0.020
C 1.133466 -0.109292 -2.486283 0.040 0.161 -0.099
C 2.178735 0.417678 -3.358420 -0.012 -0.092 -0.052
C 2.995320 -0.377147 -4.067027 -0.069 0.011 0.105
C 2.846147 -1.820888 -4.010766 -0.073 0.055 -0.020
C 1.934633 -2.379356 -3.217956 0.083 0.010 0.050
C 1.012347 -1.622459 -2.297958 -0.031 -0.087 -0.191
P -0.113685 -0.045705 0.924236 -0.120 0.084 -0.080
C -0.907910 0.524653 2.455182 0.019 -0.048 0.040
C -0.240906 1.271738 3.419638 -0.013 -0.014 -0.018
C -0.894700 1.652292 4.582255 0.022 -0.006 0.003
C -2.215731 1.286183 4.792666 -0.025 0.002 0.000
C -2.883190 0.526200 3.841660 0.013 0.010 -0.015
C -2.229194 0.141050 2.681511 0.027 -0.003 0.012
C 1.648512 0.386576 1.037875 -0.051 0.001 -0.016
C 2.620316 -0.604027 1.084969 0.001 -0.091 -0.010
C 3.964773 -0.259882 1.115484 0.003 -0.004 -0.007
C 4.342515 1.073677 1.109574 -0.017 0.010 -0.006
C 3.374253 2.070135 1.074832 0.018 -0.002 0.001
C 2.033176 1.726973 1.032723 0.002 -0.017 0.027
H -2.282962 3.005242 2.506493 -0.032 0.036 -0.006
H -1.506241 5.149203 3.468010 -0.012 0.002 0.018
H -0.962497 6.808333 -0.244772 0.008 0.007 -0.007
H -1.705279 4.737850 -1.384011 0.009 0.001 0.010
H 1.601448 3.372864 -1.072186 0.018 0.009 0.060
H 1.780094 5.637833 -2.043778 0.001 -0.002 0.011
H 0.495328 6.208446 -4.077886 0.000 0.010 0.003
H -0.939900 4.512583 -5.152549 -0.006 -0.003 -0.016
H -1.086401 2.236139 -4.206740 0.002 0.000 0.004
H 2.310213 1.489396 -3.416028 -0.036 0.015 -0.009
H 3.777533 0.057259 -4.674319 -0.008 0.008 -0.028
H 3.481562 -2.443408 -4.627010 0.030 -0.001 0.015
H 1.863402 -3.456041 -3.184150 0.001 -0.061 0.067
H 1.316470 -1.897577 -1.273157 -0.122 0.020 0.033
H 0.796909 1.539222 3.284094 0.029 0.003 -0.018
H -0.363453 2.225986 5.330333 0.003 0.006 0.010
H -2.721824 1.579287 5.703535 -0.001 0.005 0.001
H -3.908949 0.224012 4.006769 -0.007 -0.002 -0.002
H -2.743291 -0.474844 1.954092 -0.007 -0.004 -0.002
H 2.323078 -1.646497 1.104761 0.022 0.074 0.002
H 4.716204 -1.037520 1.146283 0.012 -0.007 -0.002
H 5.391067 1.340167 1.133407 0.011 0.001 0.003
H 3.666565 3.112606 1.080739 -0.001 0.009 -0.002
H 1.271398 2.497174 0.998774 -0.024 0.031 0.001
Br -4.876113 -2.983409 -2.756528 0.005 0.001 0.001
C -3.011254 -2.794441 -2.476192 -0.011 0.010 0.004
C -2.093158 -3.714252 -3.082755 0.010 0.013 0.013
C -0.766858 -3.473833 -2.963377 0.012 0.052 -0.027
C -0.455930 -2.082110 -2.480843 0.044 0.002 -0.018
N -1.220608 -1.864257 -1.248556 -0.030 -0.039 0.038
C -2.541385 -2.058120 -1.419711 -0.033 0.003 -0.053
H -2.474782 -4.630694 -3.516102 -0.008 -0.007 -0.004
H -0.033267 -4.213183 -3.244835 0.047 -0.001 -0.038
H -0.895537 -1.404414 -3.236132 -0.014 0.009 0.064
H -3.207561 -1.703554 -0.637142 -0.006 -0.011 0.006
```
Positions in Å, forces in eV/Å.

As for the multiplicity: 1. The strongest force on any atom is 0.005 Eh/bohr. The value obtained for the HOMO energy is -7.05 eV. The molar mass comes out at 1056.27 g mol⁻¹. For the LUMO energy, the calculation gives -0.65 eV. As for the charge: 0. For the HOMO-LUMO gap, the calculation gives 6.403 eV. As for the relative energy (zero: lowest compared OMol25 entry of this formula, charge and spin): 68.0 kcal per mole.